(1)
Formula: C37H40O4S4W
Source: the Open Molecules 2025 dataset
Level of theory: the ωB97M-V functional and the def2-TZVPD basis

Atoms and positions in Å:
W: 0.8867 -0.6988 -1.1556
C: 5.7563 1.9575 -3.6028
C: 6.0700 1.4377 -2.2079
S: 4.8782 0.2116 -1.5839
C: 4.0474 1.0845 -0.2452
C: 3.0218 2.1510 -0.5909
S: 1.5330 1.6585 -1.5393
C: 1.6963 2.0416 -3.3206
C: 2.9770 1.7176 -4.0618
S: 4.2582 2.9649 -3.7234
H: 5.6995 1.1481 -4.3306
H: 6.5623 2.6166 -3.9285
H: 6.1198 2.2588 -1.4925
H: 7.0421 0.9438 -2.2097
H: 4.7969 1.5583 0.3933
H: 3.5879 0.3085 0.3692
H: 3.4454 2.9455 -1.2065
H: 2.6008 2.5796 0.3191
H: 1.4650 3.1079 -3.3643
H: 0.8362 1.5131 -3.7394
H: 2.7407 1.7256 -5.1272
H: 3.3567 0.7327 -3.8010
C: -3.3981 1.7577 3.2856
C: -2.2054 1.6781 2.3712
C: -1.3758 2.9458 2.3399
O: -1.3783 0.5715 2.7544
C: -1.0749 -0.2162 1.6360
C: -1.6080 0.6400 0.4422
O: -2.6604 1.3218 1.0638
C: -2.1089 -0.1069 -0.8319
O: -0.8220 -0.4222 -1.5602
C: -2.8832 0.7237 -1.8520
C: -3.6312 1.8517 -1.5335
C: -4.3643 2.4980 -2.5227
C: -4.3631 2.0346 -3.8256
C: -3.6260 0.9012 -4.1464
C: -2.8996 0.2491 -3.1673
C: -2.8127 -1.4251 -0.5615
C: -3.9650 -1.3698 0.2237
C: -4.6655 -2.5290 0.5079
C: -4.2482 -3.7484 -0.0144
C: -3.1265 -3.7993 -0.8234
C: -2.4033 -2.6415 -1.0917
C: 0.4467 -0.6402 1.6402
O: 1.1520 0.0784 0.6092
C: 1.1264 -0.4345 2.9861
C: 0.5678 -0.9652 4.1468
C: 1.2235 -0.8361 5.3580
C: 2.4410 -0.1705 5.4280
C: 2.9951 0.3665 4.2788
C: 2.3426 0.2292 3.0598
C: 0.5559 -2.1141 1.2409
C: -0.2515 -3.1221 1.7349
C: -0.1517 -4.4059 1.2161
C: 0.7309 -4.7306 0.1764
C: 1.5591 -3.7590 -0.3136
C: 1.4783 -2.4322 0.2011
H: -3.0654 1.9405 4.3061
H: -3.9522 0.8210 3.2551
H: -4.0516 2.5745 2.9820
H: -1.0154 3.1658 3.3438
H: -1.9793 3.7825 1.9902
H: -0.5059 2.8341 1.6906
H: -1.6711 -1.1300 1.6759
H: -0.8442 1.3474 0.0979
H: -3.6565 2.2352 -0.5283
H: -4.9426 3.3736 -2.2599
H: -4.9376 2.5439 -4.5872
H: -3.6284 0.5170 -5.1576
H: -2.3573 -0.6497 -3.4332
H: -4.3090 -0.4179 0.6076
H: -5.5545 -2.4791 1.1223
H: -4.8147 -4.6475 0.1872
H: -2.8205 -4.7373 -1.2691
H: -1.5575 -2.7015 -1.7667
H: -0.3976 -1.4533 4.1244
H: 0.7779 -1.2470 6.2537
H: 2.9491 -0.0677 6.3770
H: 3.9379 0.8947 4.3269
H: 2.7801 0.6613 2.1714
H: -0.9719 -2.9274 2.5165
H: -0.7910 -5.1785 1.6252
H: 0.7791 -5.7418 -0.2024
H: 2.3052 -3.9856 -1.0648
H: 2.4376 -1.8870 0.1921
S: 1.8834 -1.3832 -2.8843

Results
- relative energy (zero: lowest compared OMol25 entry of this formula, charge and spin) (eV) = 1.5012
- largest force on an atom (eV/Å) = 0.83
- LUMO level (eV) = -7.817
- energy (eV) = -92360.464
- Kohn-Sham gap (eV) = 5.92
- total charge = +2
- E_HOMO (hartree) = -0.505



(2)
Formula: C37H41AsN3O2PReSeSi
Source: the Open Molecules 2025 dataset
Level of theory: the ωB97M-V functional and the def2-TZVPD basis

Atoms and positions in Å:
Re: 1.4722 -1.9685 -0.4558
N: 1.7110 -2.6581 1.6270
C: 0.8199 -3.8003 1.9485
C: 0.2076 -4.3531 0.6771
O: -0.5817 -5.2297 0.5889
O: 0.6868 -3.6868 -0.4290
H: 2.6788 -2.9429 1.7612
H: 1.5457 -1.9015 2.2861
H: 0.0185 -3.4754 2.6120
H: 1.3695 -4.5981 2.4469
C: 5.8322 1.0330 -1.2317
Si: 5.4942 -0.4591 -0.1907
C: 5.9026 -2.0901 -0.9705
C: 5.9741 -0.2861 1.5885
Se: 3.0640 -0.3347 -0.0913
H: 6.9056 1.2420 -1.2237
H: 5.3305 1.9196 -0.8431
H: 5.5352 0.8738 -2.2686
H: 6.9829 -2.1870 -1.1027
H: 5.4426 -2.1756 -1.9554
H: 5.5792 -2.9229 -0.3441
H: 7.0384 -0.0472 1.6585
H: 5.8102 -1.2111 2.1430
H: 5.4285 0.5244 2.0721
N: 0.3050 -1.8630 -7.8810
C: 0.5172 -1.8798 -6.7538
C: 0.7817 -1.9034 -5.3428
C: 1.2240 -0.7591 -4.6870
C: 1.4236 -0.8134 -3.3264
N: 1.2326 -1.9362 -2.6077
C: 0.8231 -3.0438 -3.2498
C: 0.5828 -3.0652 -4.6089
H: 1.3957 0.1642 -5.2209
H: 1.7516 0.0586 -2.7792
H: 0.6585 -3.9206 -2.6416
H: 0.2406 -3.9758 -5.0786
C: -0.4386 0.8769 -0.3624
C: -1.7362 1.6989 -0.2751
As: -2.3406 2.0433 1.5898
C: -0.7188 2.9720 2.1669
C: -0.3207 2.7390 3.4824
C: 0.8079 3.3561 4.0086
C: 1.5592 4.2092 3.2158
C: 1.1754 4.4472 1.9015
C: 0.0434 3.8359 1.3851
C: -3.5477 3.5161 1.1984
C: -3.3307 4.5071 0.2447
C: -4.2589 5.5171 0.0533
C: -5.4140 5.5560 0.8244
C: -5.6386 4.5790 1.7802
C: -4.7106 3.5629 1.9638
P: -0.6211 -0.9132 -0.1529
C: -1.2596 -1.2057 1.5035
C: -2.4814 -1.8094 1.7768
C: -2.8955 -1.9662 3.0952
C: -2.1030 -1.5117 4.1363
C: -0.8931 -0.8771 3.8684
C: -0.4771 -0.7195 2.5598
C: -1.7227 -1.5506 -1.4261
C: -1.9705 -0.7784 -2.5645
C: -2.7154 -1.2973 -3.6116
C: -3.2257 -2.5854 -3.5306
C: -2.9785 -3.3615 -2.4064
C: -2.2214 -2.8540 -1.3632
H: 0.2827 1.1978 0.3966
H: 0.0734 1.0300 -1.3175
H: -2.5696 1.2319 -0.8001
H: -1.5455 2.6458 -0.7800
H: -0.9144 2.0878 4.1143
H: 1.0873 3.1846 5.0401
H: 2.4302 4.7039 3.6243
H: 1.7490 5.1294 1.2879
H: -0.2488 4.0623 0.3658
H: -2.4342 4.5112 -0.3637
H: -4.0824 6.2800 -0.6931
H: -6.1349 6.3492 0.6801
H: -6.5357 4.6050 2.3840
H: -4.8993 2.8006 2.7113
H: -3.1335 -2.1365 0.9795
H: -3.8469 -2.4358 3.3030
H: -2.4373 -1.6291 5.1583
H: -0.2945 -0.4810 4.6778
H: 0.4331 -0.1579 2.3607
H: -1.6029 0.2363 -2.6381
H: -2.9143 -0.6871 -4.4826
H: -3.8220 -2.9826 -4.3408
H: -3.3735 -4.3658 -2.3389
H: -2.0164 -3.4936 -0.5165

Results
- relative energy (zero: lowest compared OMol25 entry of this formula, charge and spin) (eV) = 0.0000
- largest force on an atom (eV/Å) = 0.83
- 2S+1 = 2
- LUMO level (alpha / beta) (eV) = -7.504 / -7.121
- energy (eV) = -193069.263
- Kohn-Sham gap (alpha / beta) (eV) = 5.45 / 5.83
- total charge = +2
- E_HOMO (alpha / beta) (hartree) = -0.476 / -0.476



(3)
Formula: C37H41Cl5FeGeN4Se
Source: the Open Molecules 2025 dataset
Level of theory: the ωB97M-V functional and the def2-TZVPD basis

Atoms and positions in Å:
Fe: -0.8121 0.1433 1.3219
Cl: 0.3844 3.2892 4.1345
C: -0.2250 1.6966 4.3751
C: -1.2367 1.1985 3.5322
C: -1.6402 -0.1149 3.7714
Cl: -2.7897 -0.8506 2.6652
C: -1.1566 -0.8918 4.8185
Cl: -1.7500 -2.4768 5.0753
C: -0.1653 -0.3630 5.6401
Cl: 0.4787 -1.3034 6.9125
C: 0.3119 0.9286 5.4063
Cl: 1.5517 1.5618 6.3973
C: 2.2531 -2.6929 2.5836
C: 1.0671 -2.0180 2.4822
N: 0.9035 -0.8752 1.7765
C: 2.0267 -0.3391 1.1751
C: 3.2805 -1.0024 1.2106
C: 3.3910 -2.1850 1.9113
C: 4.3874 -0.3753 0.5189
C: 4.2575 0.8129 -0.0996
C: 3.0022 1.5246 -0.0948
C: 2.8151 2.7683 -0.6639
C: 1.5584 3.3860 -0.5933
C: 0.5317 2.7153 0.0394
N: 0.6686 1.5201 0.6148
C: 1.8987 0.9111 0.5583
H: 2.3014 -3.6036 3.1609
H: 0.1735 -2.4204 2.9454
H: 4.3419 -2.6980 1.9627
H: 5.3400 -0.8890 0.5262
H: 5.1006 1.2690 -0.6024
H: 3.6466 3.2614 -1.1522
H: 1.3828 4.3622 -1.0185
H: -0.4521 3.1682 0.1020
C: -4.8035 1.8588 1.1819
Ge: -3.8732 2.4579 2.7816
C: -4.4867 1.6445 4.4392
C: -3.9711 4.3979 2.9059
C: -1.9089 2.0998 2.5189
H: -5.8504 2.1538 1.2341
H: -4.7654 0.7795 1.0434
H: -4.3673 2.3370 0.3038
H: -5.3663 2.1857 4.7857
H: -3.7254 1.7270 5.2149
H: -4.7570 0.5972 4.3252
H: -5.0091 4.7223 2.9658
H: -3.5204 4.8678 2.0323
H: -3.4524 4.7574 3.7939
H: -1.4251 3.0722 2.5511
H: -1.7970 1.8314 1.4457
C: -2.5845 1.1531 -4.4356
C: -1.2720 0.4741 -4.7996
C: -0.0434 1.2964 -4.4269
C: 0.2230 1.3735 -2.9293
N: 0.6787 0.0934 -2.3834
C: 0.0035 -0.7849 -1.6148
Se: -1.7324 -0.5028 -0.9341
N: 0.7775 -1.8519 -1.3767
C: 0.4451 -3.0574 -0.6140
C: 0.3406 -4.3250 -1.4600
C: -0.9362 -4.4838 -2.2849
C: -1.0044 -3.5956 -3.5203
C: 2.0134 -1.6487 -1.9761
C: 3.1721 -2.4192 -1.9772
C: 4.2567 -1.8953 -2.6496
C: 4.1951 -0.6502 -3.2945
C: 3.0448 0.1127 -3.2936
C: 1.9496 -0.4181 -2.6194
H: -3.4377 0.5567 -4.7558
H: -2.6634 2.1281 -4.9190
H: -2.6855 1.3029 -3.3596
H: -1.2483 0.2774 -5.8727
H: -1.2120 -0.5059 -4.3223
H: -0.1669 2.3227 -4.7836
H: 0.8430 0.9031 -4.9308
H: -0.6699 1.6523 -2.3701
H: 1.0004 2.0992 -2.6873
H: -0.4969 -2.8465 -0.0964
H: 1.2238 -3.1586 0.1432
H: 0.4268 -5.1573 -0.7578
H: 1.2088 -4.4000 -2.1203
H: -1.8038 -4.2964 -1.6459
H: -1.0096 -5.5285 -2.5923
H: -1.2286 -2.5638 -3.2620
H: -1.7850 -3.9286 -4.2030
H: -0.0606 -3.6115 -4.0700
H: 3.2290 -3.3674 -1.4631
H: 5.1821 -2.4525 -2.6743
H: 5.0739 -0.2796 -3.8024
H: 3.0053 1.0755 -3.7814

Results
- relative energy (zero: lowest compared OMol25 entry of this formula, charge and spin) (eV) = 0.0000
- largest force on an atom (eV/Å) = 1.14
- 2S+1 = 6
- LUMO level (alpha / beta) (eV) = -2.376 / -3.183
- energy (eV) = -263854.007
- Kohn-Sham gap (alpha / beta) (eV) = 5.25 / 7.76
- total charge = +1
- E_HOMO (alpha / beta) (hartree) = -0.280 / -0.402



(4)
Formula: C37H41CsF3N9O3P2S3
Source: the Open Molecules 2025 dataset
Level of theory: the ωB97M-V functional and the def2-TZVPD basis

Atoms and positions in Å:
Cs: 1.6322 -0.5442 -1.4820
S: -0.1915 2.3217 2.5845
P: -0.7246 2.6208 0.6598
C: -0.6350 1.3906 -0.4437
P: -1.8169 0.8137 -1.4428
S: -1.5678 -1.0062 -2.3102
C: -3.4703 0.7252 -0.6298
C: -3.5590 -0.1372 0.4660
C: -4.7396 -0.2528 1.1793
C: -5.8551 0.4969 0.8167
C: -5.7702 1.3669 -0.2577
C: -4.5837 1.4808 -0.9763
C: -2.1525 1.9009 -2.9098
C: -3.1154 1.5897 -3.8703
C: -3.3145 2.4140 -4.9663
C: -2.5339 3.5545 -5.1352
C: -1.5572 3.8591 -4.2000
C: -1.3749 3.0362 -3.0928
C: -2.3676 3.4752 0.7093
C: -3.2876 3.1621 1.7057
C: -4.5648 3.7053 1.6893
C: -4.9382 4.5875 0.6844
C: -4.0290 4.9084 -0.3144
C: -2.7596 4.3468 -0.3050
C: 0.3709 4.0282 0.1498
C: 1.4835 3.7689 -0.6444
C: 2.3555 4.7858 -1.0124
C: 2.1168 6.0894 -0.5997
C: 1.0141 6.3600 0.2022
C: 0.1575 5.3366 0.5804
H: -2.6919 -0.7183 0.7606
H: -4.7856 -0.9274 2.0269
H: -6.7783 0.4118 1.3793
H: -6.6227 1.9782 -0.5332
H: -4.5289 2.1857 -1.7964
H: -3.6943 0.6806 -3.7564
H: -4.0709 2.1622 -5.7014
H: -2.6836 4.1941 -5.9978
H: -0.9333 4.7367 -4.3269
H: -0.6131 3.2590 -2.3525
H: -2.9825 2.4853 2.4946
H: -5.2737 3.4322 2.4628
H: -5.9356 5.0129 0.6727
H: -4.3101 5.5868 -1.1124
H: -2.0665 4.5918 -1.1014
H: 1.6709 2.7443 -0.9483
H: 3.2199 4.5582 -1.6256
H: 2.7868 6.8885 -0.8955
H: 0.8240 7.3733 0.5386
H: -0.6872 5.5507 1.2245
N: 3.9385 -1.2936 2.8116
C: 3.8490 -2.5615 2.4071
N: 4.4668 -3.5009 3.1506
C: 4.3515 -4.7299 2.6731
N: 4.9980 -5.7287 3.3624
N: 3.6810 -5.1018 1.5793
C: 3.0899 -4.0814 0.9474
N: 3.1395 -2.8132 1.2941
C: 2.3019 -4.4258 -0.2731
C: 2.7494 -5.4195 -1.1336
C: 2.0241 -5.6637 -2.2863
C: 0.8698 -4.9352 -2.5168
C: 0.4864 -3.9871 -1.5789
N: 1.1916 -3.7251 -0.4823
H: 4.4638 -1.1143 3.6471
H: 3.4974 -0.5194 2.3052
H: 5.2210 -5.5056 4.3172
H: 4.6491 -6.6540 3.1802
H: 3.6618 -5.9506 -0.9037
H: 2.3674 -6.3990 -3.0038
H: 0.2807 -5.0749 -3.4133
H: -0.4071 -3.3863 -1.7221
N: -1.4482 -2.8477 1.2843
C: -0.9520 -3.7480 2.3247
C: -0.8239 -3.0490 3.6768
C: 0.3876 -2.1369 3.7962
N: 0.4338 -1.1533 2.7266
H: -2.0446 -3.3422 0.6326
H: -0.6725 -2.4911 0.7291
H: 0.0181 -4.1877 2.0546
H: -1.6581 -4.5774 2.4319
H: -0.7598 -3.8050 4.4685
H: -1.7372 -2.4694 3.8476
H: 1.2905 -2.7583 3.7471
H: 0.3794 -1.6830 4.8003
H: 0.9888 -0.3502 2.9910
H: -0.4886 -0.7816 2.5240
N: 2.9650 1.1082 1.5182
H: 3.2680 2.0262 1.8263
H: 1.9459 1.1830 1.4686
H: 3.3256 0.9870 0.5770
F: 5.6244 -4.1628 -2.9579
C: 5.6324 -3.0513 -2.2011
F: 6.8906 -2.5803 -2.1977
F: 5.3404 -3.4185 -0.9462
S: 4.4497 -1.7938 -2.8535
O: 5.0071 -1.4752 -4.1447
O: 3.1844 -2.5057 -2.8726
O: 4.5167 -0.7364 -1.8594

Results
- relative energy (zero: lowest compared OMol25 entry of this formula, charge and spin) (eV) = 0.4963
- largest force on an atom (eV/Å) = 0.82
- LUMO level (eV) = 3.772
- energy (eV) = -118378.699
- Kohn-Sham gap (eV) = 5.47
- total charge = -2
- E_HOMO (hartree) = -0.062